# 1
{
  "formula": "C3H10NOPS2",
  "method": "the ωB97M-V functional and the def2-TZVPD basis",
  "de_lowest_ev": 2.7567,
  "mol_weight_g_mol": 171.227,
  "energy_ev": -37767.776,
  "spin_multiplicity": 1,
  "symbols": ["C", "C", "C", "N", "O", "P", "S", "S", "H", "H", "H", "H", "H", "H", "H", "H", "H", "H"],
  "coordinates": [[1.303, 0.958, -0.571], [-0.184, 0.350, -2.254], [-0.850, 0.048, 2.876], [-0.038, 0.620, -0.861], [-0.121, 0.085, 1.621], [-0.791, -0.408, 0.256], [-2.729, -0.224, 0.195], [1.782, -2.376, -0.385], [1.628, 1.718, -1.281], [1.167, 1.358, 0.576], [1.951, 0.052, -0.557], [-0.042, 1.231, -2.907], [0.505, -0.420, -2.696], [-1.218, -0.165, -2.579], [-1.544, -0.777, 2.827], [-1.510, 1.010, 2.991], [-0.131, 0.114, 3.739], [0.822, -3.172, -0.991]],
  "forces_ev_per_angstrom": [[0.4, 1.1, 4.0], [-2.4, -2.4, -3.2], [-0.7, 2.5, 0.4], [-0.9, -0.9, -0.2], [0.0, -0.1, 0.6], [-0.1, 1.0, -0.7], [0.5, -0.8, 0.0], [-1.7, -0.4, -0.3], [0.2, 0.0, 0.2], [1.4, -0.5, -3.0], [-0.1, 0.7, -0.2], [-0.2, -0.1, 0.7], [0.1, 0.5, 0.9], [1.9, 1.6, 1.2], [0.1, -0.4, 0.6], [1.2, -1.7, -0.5], [-0.6, -0.7, -1.2], [0.8, 0.6, 0.5]]
}

***

# 2
{
  "formula": "C5H13NS",
  "method": "the ωB97M-V functional and the def2-TZVPD basis",
  "de_lowest_ev": 0.6229,
  "smiles": "CNCCCCS",
  "mol_weight_g_mol": 119.233,
  "energy_ev": -17720.628,
  "spin_multiplicity": 1,
  "symbols": ["C", "C", "C", "S", "C", "N", "C", "H", "H", "H", "H", "H", "H", "H", "H", "H", "H", "H", "H", "H"],
  "coordinates": [[-0.445, 1.012, -0.842], [0.477, 0.182, -1.749], [0.848, -1.211, -1.222], [1.995, -1.209, 0.209], [-1.305, 0.224, 0.140], [-2.186, 1.155, 0.862], [-1.688, 1.389, 2.222], [-1.178, 1.507, -1.472], [0.121, 1.772, -0.293], [1.425, 0.699, -1.913], [0.011, 0.036, -2.715], [-0.065, -1.721, -0.919], [1.299, -1.847, -1.981], [1.369, -2.182, 0.868], [-1.914, -0.506, -0.399], [-0.713, -0.353, 0.852], [-3.067, 0.672, 1.007], [-1.588, 0.458, 2.800], [-2.349, 2.061, 2.765], [-0.691, 1.840, 2.163]],
  "forces_ev_per_angstrom": [[0.0, -0.3, 0.1], [0.7, -0.5, 0.6], [-0.4, -0.3, 0.0], [-0.1, 0.3, -0.2], [-0.1, 0.1, 0.0], [-0.3, -0.6, 0.6], [0.4, 0.1, -0.2], [0.1, 0.4, -0.1], [-0.1, -0.1, -0.1], [-0.1, 0.3, -0.2], [-0.1, 0.0, -0.3], [0.1, -0.1, 0.1], [0.0, 0.3, -0.2], [0.0, -0.1, 0.2], [-0.1, 0.1, -0.1], [0.2, 0.0, 0.0], [-0.1, 0.2, -0.3], [0.0, 0.1, 0.0], [0.0, 0.1, 0.0], [-0.2, 0.0, 0.1]]
}

***

# 3
{
  "formula": "CH11O4S",
  "method": "the ωB97M-V functional and the def2-TZVPD basis",
  "de_lowest_ev": 0.8849,
  "mol_weight_g_mol": 119.162,
  "total_charge": -1,
  "energy_ev": -20242.037,
  "spin_multiplicity": 1,
  "symbols": ["C", "S", "H", "H", "H", "H", "H", "O", "H", "H", "O", "H", "H", "O", "H", "H", "O"],
  "coordinates": [[-0.013, 1.704, -1.989], [0.468, -0.014, -1.381], [0.270, 2.498, -1.283], [-1.057, 1.924, -2.226], [0.647, 1.839, -2.833], [-0.479, -0.003, 1.318], [-0.017, -1.041, 2.383], [-0.323, -0.137, 2.259], [-4.399, 1.340, 2.472], [-3.807, 2.470, 1.648], [-4.484, 1.780, 1.632], [0.674, -2.463, -0.718], [1.820, -3.413, -0.769], [0.874, -3.412, -0.542], [3.492, -1.281, 0.729], [2.737, -0.720, -0.485], [3.597, -1.072, -0.215]],
  "forces_ev_per_angstrom": [[1.0, -0.3, 0.8], [-0.6, 0.7, 0.2], [0.1, -0.3, 0.2], [0.0, -0.6, -0.2], [-0.3, 0.3, -0.6], [0.3, -0.3, -0.5], [-0.1, 0.1, -0.4], [-0.2, 0.1, 0.8], [0.1, -0.3, 0.4], [-0.1, -0.3, -0.1], [0.0, 0.5, -0.4], [-0.3, -0.6, 0.1], [-0.4, -0.2, 0.2], [0.7, 0.9, -0.2], [0.0, 0.2, -0.6], [-0.4, 0.4, -0.2], [0.3, -0.5, 0.7]]
}

***

# 4
{
  "formula": "C9H17FO5S",
  "method": "the ωB97M-V functional and the def2-TZVPD basis",
  "de_lowest_ev": 0.0000,
  "mol_weight_g_mol": 256.295,
  "energy_ev": -33395.133,
  "spin_multiplicity": 1,
  "symbols": ["C", "C", "C", "O", "S", "O", "O", "C", "C", "C", "F", "C", "C", "C", "O", "O", "H", "H", "H", "H", "H", "H", "H", "H", "H", "H", "H", "H", "H", "H", "H", "H", "H"],
  "coordinates": [[2.832, -1.112, 1.548], [1.743, -0.886, 0.502], [1.636, 0.581, 0.050], [1.903, 0.599, -1.380], [1.054, 1.588, -2.350], [1.780, 1.620, -3.590], [-0.202, 0.578, -2.647], [-0.759, -0.099, -1.504], [-2.075, -0.695, -1.978], [-2.528, -1.901, -1.163], [-2.118, -1.812, 0.179], [-0.941, 0.860, -0.330], [0.331, 1.291, 0.441], [0.144, 1.137, 1.946], [-0.974, 1.942, 2.324], [-1.791, 1.214, 3.240], [3.757, -0.624, 1.237], [3.049, -2.175, 1.649], [2.548, -0.725, 2.529], [1.979, -1.477, -0.384], [0.783, -1.256, 0.870], [2.453, 1.144, 0.511], [-0.080, -0.913, -1.244], [-1.926, -1.034, -3.005], [-2.842, 0.082, -2.011], [-2.103, -2.825, -1.559], [-3.614, -1.991, -1.154], [-1.659, 0.423, 0.362], [-1.424, 1.753, -0.736], [0.471, 2.364, 0.283], [-0.055, 0.106, 2.238], [1.027, 1.498, 2.482], [-2.399, 0.748, 2.645]],
  "forces_ev_per_angstrom": [[0.0, 0.0, -0.1], [0.0, -0.1, -0.1], [0.0, 0.0, 0.1], [0.0, 0.0, 0.0], [-0.1, 0.1, 0.0], [0.0, -0.1, 0.1], [0.2, 0.0, -0.1], [0.1, -0.1, 0.1], [-0.1, 0.0, -0.1], [0.0, 0.0, 0.0], [-0.1, 0.0, -0.1], [0.0, 0.1, 0.0], [-0.1, 0.0, 0.0], [0.0, 0.1, 0.1], [-0.1, 0.0, -0.1], [0.1, -0.1, 0.1], [0.0, 0.0, 0.0], [-0.1, 0.0, 0.1], [0.0, 0.0, 0.0], [0.0, 0.0, 0.0], [0.0, 0.0, 0.0], [0.0, 0.0, 0.0], [0.0, 0.0, 0.0], [-0.1, 0.0, 0.0], [0.0, 0.0, 0.1], [0.1, 0.0, 0.1], [0.0, 0.0, 0.0], [0.1, -0.1, 0.0], [-0.1, 0.0, 0.0], [0.1, 0.0, -0.1], [0.0, 0.0, 0.0], [0.0, -0.1, 0.0], [0.0, 0.1, 0.0]]
}

***

# 5
{
  "formula": "C6H8LiNdO6",
  "method": "the ωB97M-V functional and the def2-TZVPD basis",
  "de_lowest_ev": 1.7336,
  "mol_weight_g_mol": 327.305,
  "total_charge": 1,
  "s2": 6.004,
  "energy_ev": -34111.193,
  "spin_multiplicity": 5,
  "symbols": ["O", "O", "C", "C", "O", "C", "H", "H", "H", "H", "O", "C", "C", "O", "C", "H", "H", "H", "H", "O", "Li", "Nd"],
  "coordinates": [[-0.344, -1.125, -0.252], [1.945, 0.624, 0.767], [0.466, -1.487, -1.359], [1.947, -1.199, -1.198], [2.318, 0.177, -1.363], [2.386, 1.066, -0.328], [0.085, -0.982, -2.260], [0.396, -2.566, -1.582], [2.482, -1.736, -1.992], [2.313, -1.586, -0.235], [-1.420, 1.101, 0.348], [-0.980, 2.259, -0.377], [-0.844, 1.734, -1.804], [-1.699, 0.585, -1.803], [-1.850, 0.132, -0.549], [-1.744, 3.038, -0.277], [-0.029, 2.602, 0.044], [0.181, 1.415, -2.034], [-1.203, 2.433, -2.564], [-2.794, -0.616, -0.253], [-1.917, -2.253, 0.088], [0.507, -0.483, 1.953]],
  "forces_ev_per_angstrom": [[0.4, -0.9, 0.7], [-0.1, -0.9, 1.0], [0.1, -0.1, -0.6], [0.1, -0.1, 0.0], [-0.1, -0.1, 0.4], [0.4, 1.0, -1.5], [0.1, 0.0, 0.2], [-0.1, 0.1, 0.2], [-0.1, 0.1, 0.2], [0.0, 0.0, -0.1], [0.2, -1.0, 0.3], [0.3, 0.5, -0.1], [0.5, 0.3, -0.1], [0.2, -0.7, 0.5], [-2.2, 1.6, -0.3], [0.1, -0.2, 0.0], [-0.2, 0.0, -0.2], [-0.2, 0.2, 0.1], [0.0, -0.2, 0.2], [1.3, -0.4, 0.3], [-0.2, 0.6, -0.6], [-0.5, 0.3, -0.5]]
}

***

# 6
{
  "formula": "C2H5NO",
  "method": "the ωB97M-V functional and the def2-TZVPD basis",
  "de_lowest_ev": 2.4827,
  "smiles": "C=N.C=O",
  "mol_weight_g_mol": 59.068,
  "energy_ev": -5690.747,
  "spin_multiplicity": 1,
  "symbols": ["C", "N", "H", "H", "H", "O", "C", "H", "H"],
  "coordinates": [[1.469, -0.787, 0.156], [1.077, 0.394, -0.065], [2.122, -1.390, -0.478], [1.151, -1.292, 1.069], [1.312, 0.655, -1.023], [-2.744, -0.035, -0.137], [-1.746, 0.590, 0.089], [-1.487, 0.868, 1.129], [-1.156, 0.996, -0.739]],
  "forces_ev_per_angstrom": [[0.0, -0.3, 0.5], [-0.2, -0.5, -0.4], [-0.2, 0.1, -0.3], [0.2, 0.2, 0.2], [0.5, 0.3, 0.1], [-0.1, -0.5, 0.0], [-0.8, 0.6, 0.1], [0.4, -0.1, -0.2], [0.3, 0.1, 0.1]]
}

***

# 7
{
  "formula": "C2H6N2",
  "method": "the ωB97M-V functional and the def2-TZVPD basis",
  "de_lowest_ev": 4.2002,
  "smiles": "N/C=C/N",
  "mol_weight_g_mol": 58.084,
  "energy_ev": -5147.719,
  "spin_multiplicity": 1,
  "symbols": ["C", "C", "N", "N", "H", "H", "H", "H", "H", "H"],
  "coordinates": [[0.611, 0.429, -0.172], [-0.361, 0.074, 0.786], [-0.579, -1.417, 1.049], [0.226, 0.984, -1.526], [1.666, 0.396, 0.072], [-1.107, 0.824, 1.270], [-0.111, -1.406, 2.035], [0.103, -1.845, 0.418], [-0.589, 0.728, -2.004], [1.009, 1.319, -2.134]],
  "forces_ev_per_angstrom": [[-2.8, 0.6, -2.2], [-1.2, 0.3, -1.1], [3.0, 3.5, 3.1], [3.9, 1.0, 3.2], [0.3, -1.2, -0.8], [0.6, -1.7, -1.8], [-1.3, -1.3, -1.7], [-0.2, -0.2, 0.2], [-1.2, -0.6, 0.0], [-1.3, -0.4, 1.1]]
}

***

# 8
{
  "formula": "C4H8FNO",
  "method": "the ωB97M-V functional and the def2-TZVPD basis",
  "de_lowest_ev": 1.9117,
  "smiles": "[H]/N=C\\F.C=C(C)O",
  "mol_weight_g_mol": 105.112,
  "energy_ev": -10530.592,
  "spin_multiplicity": 1,
  "symbols": ["C", "C", "C", "C", "N", "O", "F", "H", "H", "H", "H", "H", "H", "H", "H"],
  "coordinates": [[0.792, 0.056, 0.274], [1.043, 0.978, -0.841], [-0.095, 0.232, 1.254], [-2.113, -0.808, -0.308], [-1.756, -1.991, -0.220], [1.308, -1.189, 0.081], [-1.893, 0.023, -1.358], [0.171, 1.609, -0.904], [1.317, 0.485, -1.823], [2.009, 1.739, -0.776], [-0.009, -0.428, 2.116], [-0.521, 1.147, 1.276], [-2.679, -0.215, 0.446], [-1.272, -2.573, -0.969], [0.997, -1.766, 0.686]],
  "forces_ev_per_angstrom": [[-0.6, -1.4, 0.0], [3.1, 1.9, -1.5], [2.6, -1.6, 0.2], [-0.1, 0.1, 0.0], [0.1, -1.3, -0.5], [2.6, 2.9, -3.4], [0.0, -0.2, -0.3], [-0.1, 0.3, -0.5], [-0.9, 0.2, 1.2], [-2.3, -1.9, 0.6], [-0.8, 0.1, -0.2], [-1.5, 2.7, 0.7], [0.5, -0.9, -0.4], [-0.8, 1.9, 1.0], [-1.7, -2.9, 3.3]]
}